A single C4H5N3 molecule in a non-equilibrium geometry, computed with ωB97M-V with the def2-TZVPD basis set.

```
! wB97M-V def2-TZVPD RIJCOSX def2/J DEFGRID3
* xyz 0 1
N -0.55024 -0.30796 0.14753
N -0.88454 2.63547 -1.49350
C -0.55419 1.84337 -0.74722
H -2.92149 -1.96755 -1.33797
H -1.24006 -1.71525 -1.90183
H 1.55359 0.34651 1.46207
N -1.63373 -0.83681 -0.23394
C 1.26508 1.22172 0.85543
C -1.95190 -1.74199 -1.07338
H 1.88294 1.52827 0.00044
H 0.85271 2.07329 1.57663
C -0.01289 0.82918 0.09046
*
```

- ΔE to the lowest compared entry with this formula, charge and spin (kJ/mol) = 388.37

=====

18 unconnected molecules or ions with the total composition C14H52F12N22O24S4 in a non-equilibrium geometry, computed with ωB97M-V with the def2-TZVPD basis set.

```
! wB97M-V def2-TZVPD RIJCOSX def2/J DEFGRID3
* xyz -2 1
C 5.50386 3.48685 -1.71243
H -2.23079 -0.72815 -1.38117
O -4.14030 -3.64671 3.49316
F 1.02927 -0.61386 -3.34080
H 2.70103 -6.88325 -1.89695
S -3.06476 -4.27689 2.71605
H 0.55304 -1.85749 2.28068
C 2.86001 -5.26180 -3.08951
N 4.24459 3.46451 -2.05310
N -5.83198 -0.79139 3.94500
H -5.35460 3.43022 -0.33621
H -1.54519 5.75247 1.29984
H -6.96916 2.70174 -0.11700
N -1.91976 4.99856 0.74180
H -0.89223 -0.10335 -1.04984
O -0.55252 -4.49457 5.77064
F -4.90331 -6.21320 2.01928
C -2.03834 -2.41465 5.48033
O -6.13010 0.57833 -0.73611
O 1.75041 1.65220 -1.27894
H -0.97292 -2.93117 -0.34918
N -5.96281 2.63988 -0.17641
C 1.90532 -0.90555 -2.36899
H 6.73186 1.36930 1.15115
C -3.60826 -6.08886 2.48584
O -2.86552 -5.11425 5.48217
H 2.10144 0.44512 -5.15617
H -2.61450 1.18522 4.97345
H 2.63655 -0.02448 2.81437
H -3.81955 0.52381 -0.50110
N -3.59162 6.37005 0.33848
O -2.96117 -2.29233 -0.94632
N 3.10644 3.30681 -5.81374
H -0.61858 4.72099 -1.35929
O 5.91565 3.79227 -0.63148
N 2.73798 0.84040 4.93605
H 4.24333 3.27335 2.11402
H 2.80438 1.15090 5.89485
N -0.82822 -2.67221 -3.52746
F -2.83130 -6.63494 1.49551
O 2.87803 -0.02741 0.10191
C 3.11831 2.16337 -5.18458
O 7.15482 2.58702 3.05397
C -3.07481 5.17746 0.13059
F -2.64947 -1.83054 4.48170
H 5.27208 3.98801 3.35933
H -6.19583 -0.65850 4.87778
S -1.75813 -4.28229 4.96873
H 1.39222 3.07972 -3.25575
N 5.06733 3.25286 2.69772
F -2.85015 -2.31181 6.58368
O -2.32742 -4.18602 -2.78844
C 6.09599 2.44131 2.50537
N 3.54403 -4.70671 -2.15749
N -4.16567 1.45595 -0.32386
N 0.44973 -0.15777 -0.17211
H 0.09581 -1.90504 -0.03811
O 1.17431 1.20911 1.98358
C -1.48997 -3.80891 -3.57973
H 1.35261 -2.15780 3.53064
O 3.95915 1.86470 -4.34942
N -1.51979 -4.30732 3.43007
F -2.06156 -0.35692 1.11190
H 4.03046 -3.87705 -2.46596
O 4.78606 0.06321 4.94074
C 0.04194 4.45746 -3.13397
H -0.06836 -2.45877 -4.15768
S 0.17399 1.12720 0.93651
H -4.74783 -0.76073 1.94727
O -1.72695 0.07955 -1.48115
H -3.18570 -2.61785 -0.07463
H 1.84753 0.98010 4.48035
H -4.56573 6.50321 0.10728
F -1.99569 1.41724 2.28376
H 5.87623 3.24824 -3.60751
N 2.38428 -6.44539 -2.75022
H -1.97814 0.70284 6.25963
F -0.84951 -0.36095 2.84123
H 1.51407 1.78381 -6.21018
O -5.08577 1.24158 4.38637
O -2.82265 -3.74081 1.37866
H -1.30437 4.20445 0.63793
H 0.10951 -0.78006 -5.57721
F -0.98905 -1.70675 5.86113
H -3.57952 2.17573 0.07418
H -1.07371 -2.00066 -2.81413
C -5.17223 0.24840 3.62369
O 1.01338 -2.56429 2.73319
N -0.88907 -4.72675 -4.45968
H 0.98367 -1.15264 -6.75573
H 0.09125 3.07373 -1.64120
N -4.56797 0.07910 2.47871
H 4.04029 2.89901 -2.86461
H -3.14136 6.98039 1.00546
H -3.10948 -3.03884 -1.52682
H 4.93499 1.65432 1.17822
H 1.74594 -6.94309 -3.35429
O 2.46191 -4.72396 -4.09299
N 2.19897 1.33917 -5.61578
F 1.59315 -2.19522 -2.16885
N 6.32629 3.19853 -2.70470
O -0.26443 -2.73848 0.26494
N -0.13411 4.02239 -1.90458
O -3.61485 4.35973 -0.56338
N 0.75261 3.67202 -3.76582
C -1.30059 0.39068 1.87763
F -3.44634 -6.80211 3.58939
H -5.80598 -1.71101 3.52819
H 3.82799 3.96240 -5.54975
H -0.04531 -4.48747 -4.96059
H -1.25599 -5.64537 -4.66373
H 7.33315 3.27798 -2.70964
H 3.99672 -1.00447 2.74234
F 3.09675 -0.68705 -2.91717
N 3.36798 -0.48430 3.33751
H 0.83774 3.78176 -4.76622
O -0.36539 5.47360 -3.62272
H -4.08574 0.94283 2.27495
O 0.50394 -1.53185 -6.01933
C -5.44149 1.47111 -0.40830
C 3.75524 0.16931 4.43577
O -2.03775 1.46540 5.68415
S 1.74699 0.26120 -0.80132
O -0.24384 2.40347 0.30388
N 5.85582 1.61249 1.59103
H 2.57584 3.41775 -6.66594
H 3.50769 -4.99006 -1.18874
H 3.54327 3.77822 -1.39748
*
```

=====

A single C21H20F2N4O2S molecule in a non-equilibrium geometry, computed with ωB97M-V with the def2-TZVPD basis set.

```
! wB97M-V def2-TZVPD RIJCOSX def2/J DEFGRID3
* xyz 0 1
N -0.15200 -1.51371 1.87831
H 2.86558 -2.28810 -5.60736
H -1.45976 1.81123 6.43521
H -3.24307 2.37709 2.56560
C 1.35752 2.19305 -0.56973
H 1.50551 -4.34827 -2.27494
C 0.21729 -3.65499 2.55518
H -2.58075 2.78972 -0.98606
C -1.29613 -0.17286 3.60534
H -2.78245 3.13548 4.91862
H 0.19405 -1.35395 -0.55007
C 2.07388 -1.09025 -4.08064
N -2.31892 1.95902 -1.54172
H 1.76769 2.35125 0.41130
C 1.23462 -2.20320 -2.15312
H 1.60645 0.09319 -0.28912
C -0.15683 2.35859 -0.52549
H -2.84851 1.91564 -2.40077
H -0.66410 2.66989 -2.57974
C -2.11743 0.58109 2.78882
S -0.49431 -2.89081 3.99368
O -0.43068 3.71817 -0.17692
C -0.46229 0.57339 -2.25749
C -0.87440 1.95520 -1.80897
C -2.39183 2.18789 4.55667
F -2.38058 0.17770 1.53876
C 0.33984 -2.76795 1.54852
N 2.22369 -3.47709 -4.01622
H 0.48969 -4.71564 2.54707
F -0.31011 -0.52329 5.81801
O 1.47081 -4.16727 0.01722
C 2.45412 -2.32107 -4.60510
C -2.65049 1.78772 3.24835
H 2.32080 -0.20886 -4.65735
H 1.31530 1.13422 -3.14863
C -1.60618 1.42401 5.41079
H -0.90982 0.43178 -3.22566
C 1.44835 -0.98410 -2.87299
C -0.65220 -1.41097 3.07143
C 1.77997 0.80829 -1.08028
H -0.59231 1.71823 0.28004
C -1.03119 0.25577 4.93825
H 2.84922 0.82625 -1.27178
C 1.04824 0.40391 -2.37689
C 0.90405 -3.09711 0.21192
N 0.70316 -2.20981 -0.85799
C 1.65811 -3.40793 -2.78537
H 1.74435 2.97986 -1.23553
H -0.31265 4.29251 -0.94404
H -0.85332 -0.10292 -1.45912
*
```

- ΔE to the lowest compared entry with this formula, charge and spin (kJ/mol) = 3.67

=====

A molecular structure, C4H11NO in a non-equilibrium geometry, computed with ωB97M-V with the def2-TZVPD basis set.

```
! wB97M-V def2-TZVPD RIJCOSX def2/J DEFGRID3
* xyz 0 1
O 1.27596 -1.62000 0.77880
H -1.78911 1.51641 1.27157
H 2.35042 0.52977 -1.39540
C -0.61289 -0.02887 0.25837
C -1.28333 0.57027 1.48795
N -1.55317 -0.35617 -0.77798
H 1.02580 -0.51020 -1.95662
C 0.67964 0.41639 -0.06421
H 0.85874 1.24959 -2.00677
C 1.26797 0.41101 -1.42757
H 2.16837 -1.94044 0.99058
H -2.04124 -0.12337 1.85501
H -1.22081 -1.03590 -1.45002
H 0.09298 -1.20268 0.72977
H -1.91390 0.44687 -1.28267
H -0.55673 0.75638 2.28257
H 1.25129 0.92094 0.70662
*
```

- ΔE to the lowest compared entry with this formula, charge and spin (kJ/mol) = 387.63

=====

A molecular structure, C29H64AsBrIN2O12P2S2 in a non-equilibrium geometry, computed with ωB97M-V with the def2-TZVPD basis set.

```
! wB97M-V def2-TZVPD RIJCOSX def2/J DEFGRID3
* xyz -1 1
O -0.91172 1.79571 2.11476
C 3.79600 -3.56433 -1.82987
O -9.33262 2.91949 -1.21305
C -10.13704 3.17002 -0.06708
C 2.92327 -4.64989 -2.57399
H 1.65752 -5.04590 0.21775
H -10.18708 2.27047 0.54790
O -7.56607 3.79133 -2.89865
H 5.98892 6.70701 5.91557
H 2.28550 -1.74456 -4.07132
H 0.77745 -4.53162 -1.29918
S 0.32828 1.12871 2.46988
Br 6.49720 3.78501 0.53140
C 2.78027 0.13840 0.13833
O 6.86471 2.94401 5.98628
N -8.11460 -1.77751 -0.99318
H -7.94510 -1.37920 2.16986
H -9.75673 3.99831 0.53554
P -7.91444 3.73891 -1.43674
S -5.80416 -1.36484 -2.31084
H -6.16191 1.09876 0.25673
O 5.26216 2.45371 4.35571
C -1.93336 -0.32863 -3.19325
H 1.17433 -8.09771 0.54320
H 1.58148 0.88916 -2.72142
H -10.74003 5.51969 -1.44993
O -7.03759 2.30573 -1.15943
H 4.35552 -4.11544 -1.02177
H -0.05418 -2.18542 -2.67829
H 5.38896 1.51426 0.74201
H 1.35294 -0.28237 -4.65295
H 0.81991 1.20742 -0.26558
H -2.49916 -1.69429 -1.52773
C 5.21439 2.33536 0.01317
H 3.14111 4.23225 7.16969
C -7.70395 -1.45774 1.08724
As 3.55099 -0.53127 -1.62286
C 2.50188 -5.86036 -1.62779
H -1.17986 0.02193 -2.44735
P 5.32314 3.44604 5.49005
H 7.71294 3.36461 4.11488
H 3.36200 -6.13067 -0.96945
C 0.34817 -7.36649 0.73859
C -9.89634 5.44487 -2.14265
H 3.63550 0.21849 0.86397
H -10.08953 4.65048 -2.86321
C -1.12515 -1.12106 -4.31225
H -4.19836 -0.19906 -0.84370
H -4.34625 0.54256 -2.49732
H 2.10597 4.99657 5.94756
H 6.69497 5.35619 6.83641
C 0.16735 -6.53307 -0.60842
H 4.20928 2.76560 0.21621
C 4.24107 1.26492 -2.21519
O -6.49082 -1.22264 0.48408
O 5.91864 4.88917 4.94477
I 5.86028 -1.24189 -0.45632
H 3.60146 -5.11952 -3.34787
H 0.28022 -2.78256 -4.39564
H -7.73160 1.77194 0.73318
H 2.29570 2.29341 -0.45457
H 2.05063 -4.20462 -3.11177
H -0.91071 -0.48083 -5.20366
C 0.12912 -1.87837 -3.73956
C -1.02105 -8.12858 0.98550
C 5.44848 1.94926 -1.48239
C 1.71593 -0.19702 -2.48795
H 0.92928 -0.51177 -1.74579
H 0.57042 -6.65264 1.56520
C -6.79117 1.98367 0.21579
H 2.13064 -0.67949 0.55715
O 0.31904 -0.31502 2.36250
N -8.67490 -1.80298 0.26004
O -8.70382 5.23850 -1.40707
H 7.54933 6.02976 5.43572
C 1.87113 1.41155 0.07265
C 6.56626 5.78438 5.83939
H 0.11402 -7.20355 -1.49994
C 7.99029 3.11291 5.13857
H -6.27460 2.80846 0.71049
C -2.97571 -1.23968 -2.43756
H -1.83759 -1.91909 -4.67475
C 1.24860 -5.39936 -0.76361
C 3.13667 4.78011 6.22494
H 1.63938 3.04884 1.59362
C 1.69587 1.92890 1.59600
H 4.04702 -1.14924 -2.99194
H 1.55694 1.52984 4.21214
C 2.92313 -2.41821 -1.14120
H -0.82684 -6.01027 -0.50760
H -1.14517 -8.46298 2.04229
H -2.46209 0.54505 -3.66587
H 2.99958 -2.63695 -0.04115
H 5.55192 2.95753 -1.99443
H 8.55829 2.18221 5.14443
H -11.14770 3.41401 -0.39701
C -4.24580 -0.42567 -1.93551
H -1.00806 -9.02357 0.30352
C -6.82426 -1.43469 -0.84421
H 4.58675 1.13023 -3.28316
H 8.63413 3.89919 5.54456
H 2.27356 -6.74164 -2.28156
H 3.43728 2.05194 -2.31559
H -3.34528 -2.09680 -3.06195
H -1.85565 -7.44199 0.68798
O 3.73046 3.99230 5.18812
C 1.47520 -1.02077 -3.81232
H -9.80981 6.39833 -2.66496
H 3.67482 5.72476 6.34404
H 1.86500 -2.55910 -1.49451
H 6.45272 1.48937 -1.67722
H 2.68230 1.68589 2.08431
H 4.57736 -3.16066 -2.51998
O 0.58686 1.47614 4.07937
*
```

=====

A single C4H6N4O2 molecule in a non-equilibrium geometry, computed with ωB97M-V with the def2-TZVPD basis set.

```
! wB97M-V def2-TZVPD RIJCOSX def2/J DEFGRID3
* xyz 0 1
O -2.22132 0.69849 1.09126
H 1.36035 -0.58385 2.93999
H 2.85918 -1.06062 -1.66636
N -1.36261 0.18871 -0.96916
N 1.75298 0.21931 2.45809
C 2.10233 -0.69199 -0.99846
N -0.08101 -0.01056 -0.55760
O -3.54851 0.47237 -0.71992
C -2.34240 0.46741 -0.08596
H -1.62590 -0.04756 -1.92664
C 2.03210 0.19441 1.19295
H 1.61550 1.11451 2.90410
H 0.48565 -0.75085 -2.42653
C 0.76387 -0.49288 -1.39912
N 2.43906 -0.42495 0.23660
H -4.22926 0.70805 -0.07325
*
```

- ΔE to the lowest compared entry with this formula, charge and spin (kJ/mol) = 408.55

=====

A molecular structure, C6H15F10LiN5O24PS10 in a non-equilibrium geometry, computed with ωB97M-V with the def2-TZVPD basis set.

```
! wB97M-V def2-TZVPD RIJCOSX def2/J DEFGRID3
* xyz -4 1
F -2.76798 -3.06938 0.82237
F -5.60037 -1.30545 4.16706
H 0.92792 -3.70651 -0.33275
S -2.81819 -2.19436 -4.58005
H -0.74153 -3.46060 1.60363
O -4.40562 -1.58693 -0.15520
H 4.51216 -3.34267 2.05402
F -1.95861 6.53680 1.07241
O -1.03070 2.78023 -3.57965
H 0.17282 -4.68360 2.52666
O -2.59680 -0.78692 -4.64541
F 2.09554 5.60167 -1.48133
O -2.44200 -0.72423 1.03780
O -2.88250 6.00393 3.15902
F 0.89038 2.57672 -2.27664
H 4.69686 -1.66273 0.33449
O 3.49443 3.68956 -1.57603
N -1.34720 4.41079 1.90093
P 1.93215 -1.49358 0.80753
H 3.36773 0.00690 -1.34704
N -2.94202 -2.88111 -3.08289
S -3.50777 -1.66721 0.94781
O -3.21218 3.33809 -1.77549
S 2.63959 2.79996 0.89888
S -2.73416 2.06012 -1.36508
N 1.88351 4.10385 0.44972
C 1.13636 -3.99224 0.69788
C 2.53165 -0.64724 -1.61565
H 1.80264 -4.86099 0.63827
O -5.52360 0.12620 2.21045
O 2.42253 -1.73955 -0.69655
C 2.70817 -1.19877 -3.01630
Li -0.57610 0.59476 0.28357
C 4.52257 -1.32263 1.35447
S -1.72141 3.05297 2.76507
O -3.73130 4.88526 1.14675
C -0.07995 -4.32040 1.53061
O -3.62988 -0.11527 3.79916
O 3.18503 -0.83618 1.51721
H 4.32750 -2.09052 3.35383
O -3.20900 0.85383 -1.94888
H 1.79906 -1.73766 -3.28310
H 2.83321 -0.37975 -3.72567
S -2.60780 5.33331 1.90803
S -1.51780 -2.56956 -2.49944
C 4.82051 -2.36318 2.42516
F -1.25560 -3.95873 -1.65501
F -4.41304 -2.28434 -4.85333
H 1.68109 0.02654 -1.61843
H 3.58946 -1.84330 -3.09985
O 0.69166 -0.74629 0.97726
N -1.09806 2.06637 -1.04998
F -3.18496 1.93163 0.14316
N -4.24909 -2.11558 2.37535
H 5.89378 -2.48949 2.60508
O 3.99690 5.51975 -0.06140
O 2.17054 1.61081 0.23016
O 1.90117 -2.97235 1.38057
S 3.01041 4.63029 -0.60729
H 5.08156 -0.40506 1.54649
S -4.64477 -0.69952 2.97888
F 1.89162 2.62868 2.31344
O 4.01656 2.83382 1.33062
O -1.39666 -1.61053 -1.44520
O -2.95279 2.99048 3.47394
H -0.63011 -5.10039 0.99461
F -0.67861 3.33873 3.96286
O -2.26049 -2.97940 -5.64428
O -0.17254 0.57524 -2.92678
O -0.43687 -2.74330 -3.43580
S -0.54423 1.90617 -2.55028
O -1.12479 1.87398 2.20552
*
```

=====

A single C5H8ClN3O3 molecule in a non-equilibrium geometry, computed with ωB97M-V with the def2-TZVPD basis set.

```
! wB97M-V def2-TZVPD RIJCOSX def2/J DEFGRID3
* xyz 0 1
O -2.23207 -1.11757 -1.20581
H -4.73886 -1.31858 -0.07770
H 1.63608 2.07919 -0.12420
H -3.16309 -2.19024 0.59501
C -2.44393 -0.11185 -0.63458
H 3.00550 1.13000 1.57837
N -1.93417 1.17778 -0.98225
C 0.05308 0.89050 0.36139
H 3.05570 -1.54729 1.33361
O -3.26182 0.06587 0.32570
N -0.88886 1.77726 -0.53656
Cl 3.99149 -0.65692 -0.68599
H 1.82283 -1.42344 0.07678
C 2.63640 -0.83081 0.52766
H -4.37948 -0.91864 1.92038
H 1.58020 0.27859 2.03213
C -4.00338 -1.21060 0.79452
C 2.16826 0.43899 1.14693
N 1.33212 1.30591 0.36353
O -0.34366 -0.17406 0.78496
*
```

- ΔE to the lowest compared entry with this formula, charge and spin (kJ/mol) = 45.46

=====

A single C5H6ClFO molecule in a non-equilibrium geometry, computed with ωB97M-V with the def2-TZVPD basis set.

```
! wB97M-V def2-TZVPD RIJCOSX def2/J DEFGRID3
* xyz 0 1
C 0.57168 1.82408 0.01753
O -0.59788 -2.59882 -1.12258
H 1.30381 -2.17316 -0.53175
H -1.56128 2.24791 -0.00074
F -0.42391 3.81656 0.82155
Cl -1.67281 -0.34660 0.55816
C 0.30426 -2.10941 -0.12049
H 0.16284 -2.56451 0.98773
C -0.60121 2.46461 0.37099
H 1.30622 2.49275 0.45102
C 0.02930 -0.60752 0.14763
H -1.43472 -3.01727 -0.50293
C 0.84908 0.45690 -0.24890
H 1.76463 0.11448 -0.82721
*
```

- ΔE to the lowest compared entry with this formula, charge and spin (kJ/mol) = 239.88

=====

Kohn-Sham gap for the records above, in order: 9.64; 7.97; 8.54; 9.07; 3.27; 7.54; 7.34; 8.91; 9.06 eV